Arrangement w

Formula: C30H90O15
Source: the OMol25 dataset
Level of theory: the ωB97M-V functional and the def2-TZVPD basis

Each atom is followed by the atoms it is bonded to, with distances in Å.
Cartesian coordinates (Å):
1 C 2.954 1.797 -5.019  C2 1.483, H4 1.090, H5 1.090, H6 1.090
2 C 1.551 1.729 -5.496  C1 1.483, O3 1.363, H7 1.090, H8 1.090
3 O 1.322 0.403 -5.715  C2 1.363, H9 0.960
4 H 3.120 1.247 -4.093  C1 1.090
5 H 3.179 2.817 -4.709  C1 1.090
6 H 3.570 1.662 -5.908  C1 1.090
7 H 1.455 2.331 -6.400  C2 1.090
8 H 0.827 2.110 -4.776  C2 1.090
9 H 1.346 0.192 -6.652  O3 0.960
10 C 3.928 2.092 2.053  C11 1.559, H13 1.090, H14 1.090, H15 1.090
11 C 5.026 1.146 2.629  C10 1.559, O12 1.392, H16 1.090, H17 1.090
12 O 5.513 0.310 1.629  C11 1.392, H18 0.960
13 H 3.326 1.448 1.412  C10 1.090
14 H 4.300 2.885 1.403  C10 1.090
15 H 3.306 2.570 2.810  C10 1.090
16 H 4.516 0.587 3.413  C11 1.090
17 H 5.918 1.733 2.848  C11 1.090
18 H 6.224 0.761 1.167  O12 0.960
19 C -2.124 -2.623 7.791  C20 1.544, H22 1.090, H23 1.090, H24 1.090
20 C -2.732 -1.290 7.302  C19 1.544, O21 1.418, H25 1.090, H26 1.090
21 O -2.801 -1.353 5.888  C20 1.418, H27 0.960
22 H -1.956 -2.511 8.863  C19 1.090
23 H -1.177 -2.923 7.342  C19 1.090
24 H -2.750 -3.501 7.635  C19 1.090
25 H -2.200 -0.340 7.352  C20 1.090
26 H -3.770 -1.331 7.632  C20 1.090
27 H -3.210 -0.551 5.555  O21 0.960
28 C -4.668 -0.709 1.212  C29 1.558, H31 1.090, H32 1.090, H33 1.090
29 C -5.075 -1.591 -0.005  C28 1.558, O30 1.377, H34 1.090, H35 1.090
30 O -5.295 -0.680 -1.014  C29 1.377, H36 0.960
31 H -3.900 -0.014 0.872  C28 1.090
32 H -4.052 -1.169 1.985  C28 1.090
33 H -5.477 -0.120 1.643  C28 1.090
34 H -5.919 -2.212 0.296  C29 1.090
35 H -4.321 -2.325 -0.292  C29 1.090
36 H -6.172 -0.894 -1.341  O30 0.960
37 C 0.510 0.514 -0.127  C38 1.583, H40 1.090, H41 1.090, H42 1.090
38 C -0.054 -0.682 0.743  C37 1.583, O39 1.401, H43 1.090, H44 1.090
39 O -0.915 -1.344 -0.141  C38 1.401, H45 0.960
40 H 1.281 1.035 0.441  C37 1.090
41 H -0.271 1.260 -0.270  C37 1.090
42 H 0.952 0.091 -1.029  C37 1.090
43 H -0.770 -0.282 1.460  C38 1.090
44 H 0.696 -1.370 1.133  C38 1.090
45 H -1.359 -0.632 -0.606  O39 0.960
46 C -3.571 4.087 -1.392  C47 1.589, H49 1.090, H50 1.090, H51 1.090
47 C -2.689 4.297 -0.087  C46 1.589, O48 1.372, H52 1.090, H53 1.090
48 O -3.424 3.878 0.994  C47 1.372, H54 0.960
49 H -3.666 3.029 -1.634  C46 1.090
50 H -3.088 4.558 -2.248  C46 1.090
51 H -4.537 4.541 -1.169  C46 1.090
52 H -2.230 5.285 -0.045  C47 1.090
53 H -1.899 3.546 -0.072  C47 1.090
54 H -4.048 4.570 1.225  O48 0.960
55 C 6.008 0.653 -3.747  C56 1.501, H58 1.090, H59 1.090, H60 1.090
56 C 7.394 1.114 -3.398  C55 1.501, O57 1.386, H61 1.090, H62 1.090
57 O 7.454 1.722 -2.154  C56 1.386, H63 0.960
58 H 5.962 0.143 -4.709  C55 1.090
59 H 5.370 1.537 -3.737  C55 1.090
60 H 5.517 0.061 -2.975  C55 1.090
61 H 7.622 1.939 -4.073  C56 1.090
62 H 8.144 0.342 -3.568  C56 1.090
63 H 7.930 2.556 -2.172  O57 0.960
64 C 1.473 6.285 -0.576  C65 1.553, H67 1.090, H68 1.090, H69 1.090
65 C 1.313 5.143 0.465  C64 1.553, O66 1.421, H70 1.090, H71 1.090
66 O 0.131 5.399 1.212  C65 1.421, H72 0.960
67 H 0.640 6.283 -1.279  C64 1.090
68 H 2.450 6.260 -1.059  C64 1.090
69 H 1.548 7.269 -0.113  C64 1.090
70 H 2.184 5.166 1.119  C65 1.090
71 H 1.209 4.283 -0.196  C65 1.090
72 H -0.006 4.691 1.845  O66 0.960
73 C -0.224 -4.576 0.943  C74 1.558, H76 1.090, H77 1.090, H78 1.090
74 C -0.639 -4.513 -0.558  C73 1.558, O75 1.376, H79 1.090, H80 1.090
75 O -1.993 -4.307 -0.679  C74 1.376, H81 0.960
76 H -0.535 -5.514 1.403  C73 1.090
77 H -0.774 -3.870 1.566  C73 1.090
78 H 0.834 -4.487 1.186  C73 1.090
79 H -0.386 -5.432 -1.086  C74 1.090
80 H -0.095 -3.744 -1.107  C74 1.090
81 H -2.087 -3.353 -0.643  O75 0.960
82 C -1.642 1.728 3.095  C83 1.559, H85 1.090, H86 1.090, H87 1.090
83 C -0.251 2.313 3.490  C82 1.559, O84 1.400, H88 1.090, H89 1.090
84 O -0.290 3.688 3.230  C83 1.400, H90 0.960
85 H -1.771 0.654 3.230  C82 1.090
86 H -1.862 1.882 2.039  C82 1.090
87 H -2.390 2.219 3.717  C82 1.090
88 H 0.558 1.731 3.049  C83 1.090
89 H -0.012 2.166 4.544  C83 1.090
90 H -1.167 3.953 3.517  O84 0.960
91 C 3.013 -2.717 -0.776  C92 1.533, H94 1.090, H95 1.090, H96 1.090
92 C 4.177 -2.030 -0.052  C91 1.533, O93 1.411, H97 1.090, H98 1.090
93 O 3.758 -1.644 1.239  C92 1.411, H99 0.960
94 H 3.438 -3.628 -1.199  C91 1.090
95 H 2.555 -2.044 -1.500  C91 1.090
96 H 2.262 -3.074 -0.072  C91 1.090
97 H 4.459 -1.166 -0.655  C92 1.090
98 H 5.073 -2.621 0.139  C92 1.090
99 H 4.371 -0.933 1.438  O93 0.960
100 C -2.682 -1.745 -3.103  C101 1.530, H103 1.090, H104 1.090, H105 1.090
101 C -2.905 -0.275 -3.463  C100 1.530, O102 1.427, H106 1.090, H107 1.090
102 O -3.057 0.429 -2.230  C101 1.427, H108 0.960
103 H -2.492 -2.328 -4.005  C100 1.090
104 H -3.558 -2.208 -2.648  C100 1.090
105 H -1.798 -1.883 -2.482  C100 1.090
106 H -3.791 -0.250 -4.097  C101 1.090
107 H -2.072 0.153 -4.021  C101 1.090
108 H -3.847 0.092 -1.801  O102 0.960
109 C -6.312 -6.350 -2.828  C110 1.601, H112 1.090, H113 1.090, H114 1.090
110 C -4.836 -5.788 -2.564  C109 1.601, O111 1.396, H115 1.090, H116 1.090
111 O -4.770 -5.346 -1.242  C110 1.396, H117 0.960
112 H -6.503 -6.668 -3.853  C109 1.090
113 H -7.020 -5.562 -2.571  C109 1.090
114 H -6.370 -7.229 -2.186  C109 1.090
115 H -4.593 -4.891 -3.134  C110 1.090
116 H -4.008 -6.488 -2.676  C110 1.090
117 H -3.908 -5.021 -0.973  O111 0.960
118 C -3.510 -4.794 2.303  C119 1.575, H121 1.090, H122 1.090, H123 1.090
119 C -2.930 -4.194 3.639  C118 1.575, O120 1.456, H124 1.090, H125 1.090
120 O -3.895 -3.218 4.128  C119 1.456, H126 0.960
121 H -4.373 -5.413 2.551  C118 1.090
122 H -2.778 -5.544 2.006  C118 1.090
123 H -3.755 -4.188 1.431  C118 1.090
124 H -1.908 -3.864 3.453  C119 1.090
125 H -3.008 -5.061 4.294  C119 1.090
126 H -3.490 -2.763 4.869  O120 0.960
127 C 5.718 4.302 -1.003  C128 1.548, H130 1.090, H131 1.090, H132 1.090
128 C 4.872 4.354 -2.299  C127 1.548, O129 1.476, H133 1.090, H134 1.090
129 O 5.071 5.719 -2.823  C128 1.476, H135 0.960
130 H 5.507 5.098 -0.289  C127 1.090
131 H 6.797 4.406 -1.124  C127 1.090
132 H 5.643 3.358 -0.463  C127 1.090
133 H 3.906 4.115 -1.853  C128 1.090
134 H 5.221 3.569 -2.970  C128 1.090
135 H 6.015 5.890 -2.844  O129 0.960

gap between HOMO and LUMO	9.77	eV



Arrangement x

Formula: C30H90O15
Source: the OMol25 dataset
Level of theory: the ωB97M-V functional and the def2-TZVPD basis

Each atom is followed by the atoms it is bonded to, with distances in Å.
Cartesian coordinates (Å):
1 C -2.702 -2.514 2.146  C2 1.530, H4 1.091, H5 1.094, H6 1.092
2 C -2.475 -3.216 3.487  C1 1.530, O3 1.415, H7 1.098, H8 1.087
3 O -1.267 -2.835 4.117  C2 1.415, H9 0.979
4 H -2.044 -2.892 1.363  C1 1.091
5 H -2.503 -1.441 2.220  C1 1.094
6 H -3.746 -2.614 1.842  C1 1.092
7 H -2.443 -4.274 3.192  C2 1.098
8 H -3.297 -3.076 4.185  C2 1.087
9 H -0.547 -2.860 3.454  O3 0.979
10 C -0.127 -0.713 -0.228  C11 1.521, H13 1.093, H14 1.095, H15 1.090
11 C 0.670 0.444 -0.811  C10 1.521, O12 1.438, H16 1.091, H17 1.092
12 O 0.435 1.622 -0.021  C11 1.438, H18 0.967
13 H -0.086 -1.609 -0.853  C10 1.093
14 H -1.200 -0.513 -0.155  C10 1.095
15 H 0.189 -1.020 0.769  C10 1.090
16 H 0.442 0.688 -1.850  C11 1.091
17 H 1.717 0.148 -0.722  C11 1.092
18 H 0.716 2.376 -0.557  O12 0.967
19 C 4.096 0.504 1.011  C20 1.524, H22 1.089, H23 1.094, H24 1.093
20 C 3.921 -0.973 1.344  C19 1.524, O21 1.415, H25 1.093, H26 1.093
21 O 2.591 -1.382 1.089  C20 1.415, H27 0.975
22 H 3.340 1.147 1.460  C19 1.089
23 H 4.090 0.634 -0.075  C19 1.094
24 H 5.057 0.904 1.345  C19 1.093
25 H 4.048 -1.107 2.422  C20 1.093
26 H 4.661 -1.613 0.857  C20 1.093
27 H 2.424 -1.328 0.130  O21 0.975
28 C 3.559 -3.034 -3.068  C29 1.535, H31 1.095, H32 1.090, H33 1.092
29 C 3.431 -1.643 -2.430  C28 1.535, O30 1.440, H34 1.091, H35 1.090
30 O 2.192 -1.595 -1.698  C29 1.440, H36 0.974
31 H 2.679 -3.289 -3.668  C28 1.095
32 H 3.581 -3.876 -2.377  C28 1.090
33 H 4.409 -3.077 -3.751  C28 1.092
34 H 3.477 -0.815 -3.139  C29 1.091
35 H 4.197 -1.470 -1.674  C29 1.090
36 H 1.461 -1.745 -2.324  O30 0.974
37 C -3.719 3.707 -0.816  C38 1.531, H40 1.090, H41 1.092, H42 1.090
38 C -2.401 3.335 -0.131  C37 1.531, O39 1.426, H43 1.094, H44 1.091
39 O -2.247 1.918 -0.123  C38 1.426, H45 0.981
40 H -3.785 3.310 -1.829  C37 1.090
41 H -3.823 4.793 -0.863  C37 1.092
42 H -4.560 3.358 -0.218  C37 1.090
43 H -2.484 3.695 0.898  C38 1.094
44 H -1.554 3.821 -0.620  C38 1.091
45 H -1.285 1.747 -0.031  O39 0.981
46 C 1.921 -0.354 3.169  C47 1.514, H49 1.093, H50 1.089, H51 1.090
47 C 2.550 0.809 3.906  C46 1.514, O48 1.442, H52 1.092, H53 1.092
48 O 3.568 0.261 4.767  C47 1.442, H54 0.962
49 H 1.717 -1.180 3.855  C46 1.093
50 H 2.584 -0.752 2.401  C46 1.089
51 H 0.923 -0.102 2.810  C46 1.090
52 H 1.772 1.285 4.505  C47 1.092
53 H 3.004 1.514 3.207  C47 1.092
54 H 3.977 0.991 5.241  O48 0.962
55 C -3.377 -4.017 -3.415  C56 1.513, H58 1.092, H59 1.092, H60 1.088
56 C -3.871 -2.778 -2.702  C55 1.513, O57 1.420, H61 1.097, H62 1.093
57 O -2.838 -2.317 -1.844  C56 1.420, H63 0.970
58 H -2.439 -3.861 -3.951  C55 1.092
59 H -4.190 -4.280 -4.095  C55 1.092
60 H -3.173 -4.844 -2.738  C55 1.088
61 H -4.732 -3.099 -2.104  C56 1.097
62 H -4.212 -1.978 -3.364  C56 1.093
63 H -3.137 -1.474 -1.470  O57 0.970
64 C -0.355 2.980 -3.689  C65 1.528, H67 1.094, H68 1.093, H69 1.088
65 C -0.013 4.285 -2.972  C64 1.528, O66 1.417, H70 1.094, H71 1.093
66 O 0.868 3.958 -1.912  C65 1.417, H72 0.976
67 H -0.822 2.293 -2.978  C64 1.094
68 H 0.560 2.462 -3.989  C64 1.093
69 H -0.998 3.068 -4.563  C64 1.088
70 H -0.956 4.705 -2.610  C65 1.094
71 H 0.494 4.961 -3.665  C65 1.093
72 H 1.044 4.788 -1.430  O66 0.976
73 C -5.702 0.739 0.662  C74 1.524, H76 1.092, H77 1.094, H78 1.091
74 C -4.998 -0.384 -0.091  C73 1.524, O75 1.415, H79 1.090, H80 1.093
75 O -4.111 0.163 -1.048  C74 1.415, H81 0.971
76 H -6.086 1.473 -0.048  C73 1.092
77 H -5.006 1.281 1.310  C73 1.094
78 H -6.522 0.462 1.326  C73 1.091
79 H -5.786 -1.008 -0.511  C74 1.090
80 H -4.447 -1.006 0.620  C74 1.093
81 H -3.453 0.787 -0.701  O75 0.971
82 C -1.855 1.270 3.170  C83 1.514, H85 1.092, H86 1.091, H87 1.090
83 C -1.099 2.234 4.060  C82 1.514, O84 1.428, H88 1.092, H89 1.096
84 O -1.942 2.996 4.924  C83 1.428, H90 0.961
85 H -2.597 1.803 2.573  C82 1.092
86 H -2.376 0.488 3.723  C82 1.091
87 H -1.170 0.759 2.493  C82 1.090
88 H -0.446 2.880 3.471  C83 1.092
89 H -0.432 1.609 4.665  C83 1.096
90 H -1.392 3.711 5.255  O84 0.961
91 C 0.857 -5.299 3.141  C92 1.519, H94 1.091, H95 1.090, H96 1.091
92 C 1.764 -4.180 2.657  C91 1.519, O93 1.432, H97 1.092, H98 1.096
93 O 1.025 -2.953 2.637  C92 1.432, H99 0.980
94 H 0.387 -4.958 4.064  C91 1.091
95 H 1.415 -6.214 3.342  C91 1.090
96 H 0.049 -5.515 2.441  C91 1.091
97 H 2.221 -4.340 1.678  C92 1.092
98 H 2.563 -3.979 3.381  C92 1.096
99 H 1.542 -2.360 2.053  O93 0.980
100 C 0.492 -4.736 -0.635  C101 1.529, H103 1.088, H104 1.091, H105 1.092
101 C -0.833 -5.221 -1.227  C100 1.529, O102 1.437, H106 1.088, H107 1.093
102 O -0.604 -6.557 -1.703  C101 1.437, H108 0.962
103 H 1.225 -4.528 -1.413  C100 1.088
104 H 0.914 -5.501 0.017  C100 1.091
105 H 0.324 -3.849 -0.022  C100 1.092
106 H -1.127 -4.593 -2.065  C101 1.088
107 H -1.626 -5.320 -0.481  C101 1.093
108 H -1.452 -6.909 -1.988  O102 0.962
109 C 0.112 5.095 1.915  C110 1.516, H112 1.088, H113 1.092, H114 1.093
110 C 0.873 6.156 1.146  C109 1.516, O111 1.423, H115 1.095, H116 1.092
111 O 0.515 6.124 -0.230  C110 1.423, H117 0.961
112 H 0.230 5.165 2.995  C109 1.088
113 H 0.320 4.078 1.577  C109 1.092
114 H -0.950 5.220 1.692  C109 1.093
115 H 1.949 5.965 1.218  C110 1.095
116 H 0.691 7.153 1.553  C110 1.092
117 H 0.727 6.964 -0.646  O111 0.961
118 C 0.715 -0.499 -4.597  C119 1.508, H121 1.092, H122 1.090, H123 1.092
119 C -0.579 -0.959 -3.976  C118 1.508, O120 1.421, H124 1.097, H125 1.096
120 O -0.345 -1.972 -3.007  C119 1.421, H126 0.977
121 H 1.367 -0.044 -3.849  C118 1.092
122 H 0.569 0.222 -5.401  C118 1.090
123 H 1.248 -1.342 -5.042  C118 1.092
124 H -1.269 -1.349 -4.736  C119 1.097
125 H -1.150 -0.147 -3.511  C119 1.096
126 H -1.206 -2.203 -2.608  O120 0.977
127 C 3.753 3.387 -0.271  C128 1.509, H130 1.092, H131 1.090, H132 1.093
128 C 4.196 3.843 -1.640  C127 1.509, O129 1.434, H133 1.092, H134 1.095
129 O 4.984 5.035 -1.518  C128 1.434, H135 0.961
130 H 3.284 2.407 -0.377  C127 1.092
131 H 3.105 4.045 0.309  C127 1.090
132 H 4.624 3.221 0.369  C127 1.093
133 H 3.348 3.962 -2.317  C128 1.092
134 H 4.843 3.071 -2.067  C128 1.095
135 H 5.376 5.207 -2.379  O129 0.961

gap between HOMO and LUMO	9.37	eV



The data favor arrangement x; the next most stable structure lies 310.1 kJ/mol above it.